(1)
{"formula": "C9H11N2", "method": "ωB97M-V with the def2-TZVPD basis set", "species": ["C", "C", "C", "C", "C", "C", "C", "C", "C", "N", "N", "H", "H", "H", "H", "H", "H", "H", "H", "H", "H", "H"], "positions_angstrom": [[1.392, 1.164, -0.483], [2.313, 0.642, -1.205], [3.272, -0.795, 0.067], [2.247, -0.508, 1.136], [-1.682, -0.300, -1.381], [-1.628, 1.094, -0.684], [-0.881, -1.135, -0.294], [-1.387, 0.881, 0.806], [1.006, 0.347, 0.541], [3.294, -0.254, -1.070], [-0.339, -0.207, 0.793], [1.883, -1.314, 1.797], [2.866, 0.157, 1.797], [-2.693, -0.568, -1.540], [-1.091, -0.228, -2.341], [-0.774, 1.487, -1.134], [-2.446, 1.752, -0.774], [-1.524, -1.732, 0.453], [0.031, -1.718, -0.789], [-1.213, 1.776, 1.429], [-2.274, 0.275, 1.238], [-0.372, -0.817, 1.636]], "forces_ev_per_a": [[0.638, 0.229, -1.917], [-1.565, 0.317, 1.976], [-0.328, -0.123, 0.271], [-1.101, 1.096, 0.382], [2.150, 1.089, 1.334], [-0.030, -1.068, 0.589], [0.244, -2.099, -0.586], [-2.145, -1.618, 0.372], [1.765, -1.972, 1.644], [0.726, -0.158, -0.710], [0.849, 0.979, -0.359], [0.479, 0.051, -0.553], [-0.584, -0.326, -0.407], [-0.775, -0.953, -0.134], [-0.901, -0.374, 1.061], [1.177, 1.586, -0.316], [-1.092, 0.568, -0.608], [0.610, -0.061, -2.246], [-2.130, 0.947, 1.450], [0.490, -0.671, -0.331], [0.999, 1.440, -0.508], [0.524, 1.120, -0.403]], "mulliken_charge": [-0.522, 0.453, -0.022, -0.416, -0.433, -0.816, -0.458, -0.380, 0.000, -0.372, -0.027, 0.346, 0.334, 0.330, 0.290, 0.317, 0.501, 0.405, 0.262, 0.381, 0.346, 0.482], "total_charge": 1, "de_lowest_kj_mol": 922.79, "orbital_gap_ha": [0.3007, 0.2572], "e_tot_ha": -458.478895}

=====

(2)
{"formula": "C3H4Li2O2Tl", "method": "ωB97M-V with the def2-TZVPD basis set", "species": ["O", "C", "C", "O", "C", "Li", "H", "H", "H", "H", "Li", "Tl"], "positions_angstrom": [[-0.726, -0.455, 0.393], [-1.143, -1.305, -0.573], [-0.247, 0.890, -0.062], [-1.368, -2.456, -0.133], [1.242, 0.870, 0.152], [-2.717, -2.607, -1.386], [-0.727, 1.695, 0.510], [-0.854, 1.142, -0.939], [1.241, 1.355, 1.133], [2.168, 0.285, 0.329], [2.006, 1.297, -1.735], [1.124, -0.711, 2.312]], "forces_ev_per_a": [[-0.253, 0.918, 0.518], [-0.961, -0.474, -0.650], [-0.905, -1.959, -0.017], [-0.050, 0.179, 0.069], [0.519, 2.795, 1.160], [0.616, 0.208, 0.207], [0.592, -0.539, 1.029], [1.156, -0.859, -1.173], [0.889, 1.316, -0.240], [-1.052, -1.244, -1.444], [-0.131, 0.217, 0.318], [-0.421, -0.557, 0.222]], "mulliken_charge": [-0.143, -0.376, 0.041, -0.581, -1.809, 0.920, 0.216, 0.422, 0.135, 0.562, 0.892, 0.721], "total_charge": 1, "de_lowest_kj_mol": 0.00, "orbital_gap_ha": 0.2607, "e_tot_ha": -454.422665}

=====

(3)
{"formula": "C2H8NO2", "method": "ωB97M-V with the def2-TZVPD basis set", "species": ["N", "H", "H", "H", "H", "O", "C", "O", "C", "H", "H", "H", "H"], "positions_angstrom": [[-0.443, -1.484, 1.797], [-0.395, -2.494, 1.710], [-1.005, -1.255, 2.614], [0.493, -1.076, 1.835], [-0.954, -1.061, 0.955], [-1.136, -0.201, -0.327], [-0.021, 0.380, -0.567], [1.027, 0.303, 0.415], [0.375, 1.227, -1.757], [1.712, 0.881, 0.069], [1.272, 0.823, -2.240], [0.562, 2.243, -1.360], [-0.460, 1.263, -2.448]], "forces_ev_per_a": [[-0.414, -0.897, 1.122], [0.078, 0.004, -0.020], [0.323, 0.028, 0.144], [-0.070, 0.325, -0.242], [0.113, 1.079, -1.764], [-1.044, -0.866, 1.201], [1.212, 0.415, -1.681], [-0.061, -0.012, 0.305], [-0.664, -0.544, 1.609], [0.178, -0.030, 0.280], [0.043, 0.266, -0.241], [0.259, 0.197, -0.546], [0.046, 0.037, -0.166]], "mulliken_spin": [0.010, 0.000, -0.005, 0.004, -0.007, 0.158, 0.775, 0.000, -0.025, -0.002, 0.049, 0.041, 0.001], "total_charge": 0, "multiplicity": 2, "de_lowest_kj_mol": 42.81, "orbital_gap_ha": [0.1321, 0.3300], "e_tot_ha": -286.131698}

=====

(4)
{"formula": "C8H20N4", "method": "ωB97M-V with the def2-TZVPD basis set", "species": ["C", "C", "C", "C", "C", "C", "C", "C", "N", "N", "N", "N", "H", "H", "H", "H", "H", "H", "H", "H", "H", "H", "H", "H", "H", "H", "H", "H", "H", "H", "H", "H"], "positions_angstrom": [[-1.490, 0.094, 1.399], [1.581, 0.116, -0.737], [-0.201, -0.472, 1.855], [1.277, 1.541, -1.302], [-1.076, 1.797, -0.648], [-1.330, 0.330, -0.169], [0.294, -0.694, -0.445], [1.537, -2.013, 1.303], [-2.360, -0.213, -0.937], [-0.017, -1.678, -1.465], [0.311, 2.237, -0.523], [0.323, -1.374, 0.882], [-2.426, -0.476, 1.485], [-1.592, 1.006, 2.039], [2.193, -0.336, -1.427], [1.951, 0.223, 0.249], [0.637, 0.301, 2.004], [-0.232, -0.898, 2.919], [2.314, 2.093, -1.226], [0.931, 1.467, -2.246], [-1.296, 1.701, -1.719], [-1.850, 2.403, 0.024], [1.700, -2.917, 0.528], [2.401, -1.408, 1.322], [1.425, -2.412, 2.309], [-3.131, -0.728, -0.393], [-2.554, -0.168, -1.890], [0.431, -1.596, -2.341], [-1.030, -1.841, -1.681], [0.729, 2.224, 0.474], [0.300, 3.240, -0.821], [-0.206, -2.328, 0.818]], "forces_ev_per_a": [[-0.734, 1.740, -1.539], [-3.969, 1.649, 1.236], [1.138, 0.577, 3.570], [4.594, -1.298, 2.218], [-2.655, -1.770, 1.720], [2.469, -0.257, 0.172], [-2.834, 0.279, -2.860], [1.888, -3.681, -1.370], [-2.016, -1.957, 4.195], [-1.151, 0.187, 1.403], [0.490, 2.826, 2.806], [-1.210, -3.212, -0.281], [0.679, -0.321, 0.645], [-0.474, -0.328, -0.948], [1.761, -1.387, -1.147], [1.527, 0.393, 0.653], [-1.313, -0.580, -0.424], [-0.142, 0.080, -1.639], [-2.209, -0.726, -0.526], [-0.829, -0.005, -3.348], [-0.086, 1.037, 0.275], [1.925, -0.589, -2.014], [-0.025, 2.037, 1.896], [0.837, 0.909, -0.184], [-0.221, -0.184, -0.101], [1.735, 1.103, -1.395], [0.151, 0.668, -1.696], [0.975, 0.217, -0.755], [1.087, 0.415, 0.806], [-1.420, 0.316, -1.475], [0.261, -0.671, 0.468], [-0.231, 2.529, -0.361]], "mulliken_charge": [-0.981, -1.096, -0.307, -0.995, -1.336, 1.201, 0.202, -0.941, -0.581, -0.583, 0.030, -0.233, 0.433, 0.307, 0.497, 0.525, 0.276, 0.447, 0.433, 0.464, 0.425, 0.339, 0.366, 0.439, 0.406, 0.233, 0.181, 0.250, 0.272, 0.415, 0.439, 0.474], "total_charge": 2, "de_lowest_kj_mol": 2.84, "orbital_gap_ha": 0.3557, "e_tot_ha": -535.155969}

=====

(5)
{"formula": "C23H38N3O5RhSeSi", "method": "ωB97M-V with the def2-TZVPD basis set", "species": ["Rh", "C", "C", "O", "N", "C", "C", "C", "C", "C", "C", "N", "H", "H", "H", "H", "H", "H", "H", "H", "H", "H", "C", "Si", "C", "C", "C", "C", "C", "C", "C", "C", "H", "H", "H", "H", "H", "H", "H", "H", "H", "H", "H", "H", "H", "H", "H", "H", "H", "H", "H", "H", "H", "O", "Se", "O", "O", "O", "N", "C", "C", "C", "C", "C", "C", "H", "H", "H", "H", "H", "H", "H"], "positions_angstrom": [[1.318, 1.065, 0.114], [5.145, 1.019, -1.311], [4.230, 0.788, -0.145], [3.404, 1.635, 0.204], [4.366, -0.364, 0.544], [3.402, -0.705, 1.580], [2.300, -1.545, 1.013], [2.337, -2.916, 1.144], [1.404, -3.734, 0.505], [0.438, -3.114, -0.239], [0.333, -1.698, -0.278], [1.342, -0.897, 0.291], [4.736, 1.824, -1.915], [5.249, 0.117, -1.915], [6.133, 1.311, -0.953], [4.903, -1.102, 0.116], [2.981, 0.229, 1.952], [3.910, -1.212, 2.398], [3.133, -3.356, 1.733], [1.457, -4.811, 0.578], [-0.303, -3.691, -0.775], [0.045, -1.282, -1.248], [-1.259, 0.444, 0.910], [-1.606, -1.293, 0.524], [-1.977, -2.258, 2.118], [-0.873, -1.903, 3.128], [-2.049, -3.785, 2.000], [-3.319, -1.750, 2.676], [-2.783, -1.464, -0.960], [-4.179, -1.016, -0.483], [-2.403, -0.550, -2.138], [-2.865, -2.901, -1.498], [-2.188, 1.017, 1.147], [-1.313, 1.866, -0.716], [-0.577, 0.613, 1.741], [0.117, -2.217, 2.785], [-1.073, -2.418, 4.073], [-0.838, -0.834, 3.337], [-1.109, -4.222, 1.656], [-2.841, -4.108, 1.324], [-2.266, -4.215, 2.983], [-3.384, -0.659, 2.700], [-3.426, -2.116, 3.702], [-4.166, -2.123, 2.107], [-4.156, -0.034, 0.002], [-4.636, -1.732, 0.197], [-4.826, -0.934, -1.362], [-2.548, 0.502, -1.901], [-3.061, -0.803, -2.977], [-1.374, -0.679, -2.481], [-3.110, -3.635, -0.729], [-1.934, -3.209, -1.981], [-3.646, -2.954, -2.262], [-1.211, 3.618, 1.254], [-2.646, 3.506, 0.361], [-2.006, 2.680, -1.026], [-0.630, 0.902, -0.320], [-3.540, 2.321, 1.130], [1.114, 3.101, 0.252], [1.462, 3.727, -0.990], [2.386, 4.766, -1.005], [2.741, 5.378, -2.199], [2.177, 4.956, -3.393], [1.250, 3.921, -3.377], [0.893, 3.305, -2.188], [1.687, 3.485, 0.994], [0.062, 3.300, 0.566], [2.829, 5.098, -0.073], [3.453, 6.194, -2.191], [2.449, 5.433, -4.325], [0.789, 3.593, -4.300], [0.144, 2.527, -2.184]], "forces_ev_per_a": [[0.525, -0.461, -0.283], [0.049, 0.067, 0.047], [0.094, -0.084, 0.050], [-0.071, -0.001, 0.024], [-0.093, 0.109, -0.219], [0.043, 0.053, 0.078], [-0.110, -0.255, 0.091], [0.101, 0.250, 0.054], [-0.292, -0.132, -0.146], [0.011, -0.268, 0.291], [0.612, -0.003, -0.488], [0.078, 0.227, -0.011], [-0.006, -0.006, -0.006], [0.016, -0.005, 0.012], [-0.001, -0.007, 0.002], [0.042, -0.022, 0.089], [0.106, -0.017, 0.105], [-0.013, -0.076, -0.049], [0.004, 0.022, 0.013], [0.001, 0.001, 0.005], [0.029, 0.007, -0.049], [-0.460, 0.115, 0.244], [0.201, 0.491, -0.134], [-0.578, -0.027, 0.095], [0.182, -0.405, -0.066], [0.017, -0.004, -0.023], [-0.036, 0.008, -0.008], [0.078, 0.120, 0.019], [0.159, -0.281, -0.239], [0.049, 0.076, 0.081], [-0.053, 0.060, 0.051], [-0.028, 0.000, 0.079], [0.145, -0.074, -0.239], [-0.794, 1.028, -0.193], [-0.195, 0.001, 0.198], [-0.006, -0.004, -0.006], [0.008, -0.009, -0.002], [-0.003, 0.003, 0.013], [-0.011, 0.014, 0.015], [-0.018, -0.003, 0.008], [-0.006, 0.000, 0.001], [0.007, -0.002, 0.010], [0.003, 0.026, 0.009], [-0.024, -0.037, 0.000], [0.000, 0.002, -0.030], [-0.023, -0.049, -0.019], [-0.010, -0.002, 0.009], [0.032, -0.003, 0.008], [0.001, 0.005, -0.003], [-0.011, -0.019, -0.024], [-0.006, -0.004, 0.003], [-0.015, 0.015, -0.039], [-0.006, 0.001, 0.003], [-0.253, 0.069, -0.154], [-0.046, -0.486, 0.802], [-0.027, -0.076, -0.552], [0.674, -0.956, 0.939], [0.290, 0.532, -0.357], [-0.705, 0.200, -0.208], [0.098, 0.168, 0.124], [0.064, -0.029, -0.025], [0.004, -0.003, 0.007], [-0.013, -0.034, 0.004], [0.031, 0.031, -0.013], [-0.065, 0.014, -0.004], [0.079, -0.028, -0.001], [0.153, 0.153, -0.006], [-0.011, 0.012, 0.003], [0.011, -0.010, 0.004], [-0.008, 0.004, -0.001], [0.000, -0.001, 0.001], [0.001, -0.001, 0.009]], "mulliken_charge": [0.387, -1.331, 0.894, -0.686, -0.034, -1.726, 0.984, -0.779, -0.551, -0.980, 0.441, -0.102, 0.320, 0.411, 0.330, 0.249, 0.445, 0.532, 0.418, 0.491, 0.309, 0.539, -0.045, -1.301, 2.154, -1.815, -1.672, -1.867, 2.606, -1.815, -1.866, -1.800, 0.743, -0.167, 0.154, 0.282, 0.593, 0.376, 0.239, 0.317, 0.503, 0.338, 0.518, 0.391, 0.337, 0.340, 0.528, 0.338, 0.620, 0.356, 0.200, 0.398, 0.523, -0.798, 0.655, -0.698, 0.116, -0.780, -0.144, 0.855, -0.592, -0.706, -0.453, -1.156, 0.293, 0.308, 0.137, 0.341, 0.395, 0.401, 0.416, 0.342], "total_charge": 0, "de_lowest_kj_mol": 279.36, "orbital_gap_ha": [0.1874, 0.1892], "e_tot_ha": -4241.042064}

=====

no.,maximum force (eV Å⁻¹)
1,3.1
2,3.1
3,2.1
4,5.3
5,1.5